# 1
Below is an isolated ion of composition C9H10N2 and charge +2 in a non-equilibrium geometry, with properties calculated with wB97M-V/def2-TZVPD.

Last column: natural (NBO) charge in e.
Cartesian coordinates (Å):
N  0.681  -0.661  1.022  -0.132
N  0.445  -0.957  -1.461  -0.344
C  -1.402  2.378  0.457  -0.148
C  -1.012  1.087  -1.617  -0.218
C  -1.562  2.221  -0.946  -0.040
C  -0.736  1.368  1.103  -0.126
C  0.979  -1.115  2.245  -0.494
C  -0.264  0.231  -0.874  0.201
C  -0.198  0.266  0.519  0.075
C  0.396  -1.480  -2.627  0.138
C  1.064  -1.574  -0.454  0.303
H  -1.268  1.140  -2.685  0.289
H  -2.235  2.900  -1.441  0.267
H  -1.860  3.064  1.084  0.270
H  1.762  -1.868  2.360  0.290
H  -0.280  -1.194  -3.433  0.268
H  1.762  -2.440  -0.288  0.303
H  1.069  -2.320  -2.755  0.243
H  1.231  -0.228  3.046  0.303
H  -0.676  1.410  2.216  0.261
H  0.003  -1.436  2.736  0.291

Values from the calculation:
E_tot ... -12452.344 eV
Net charge ... +2
Relative energy (zero: lowest compared OMol25 entry of this formula, charge and spin) ... 282.4 kJ/mol
Kohn-Sham gap (spin up / spin down) ... 6.699 / 7.288 eV
Largest force on an atom ... 0.1709 Eh/bohr
Lowest unoccupied orbital energy (spin up / spin down) ... -11.33 / -10.34 eV
SMILES string ... C=[N+]1C=[N+](C)c2ccccc21

---

# 2
Below is C51H36AsCoN9O2S as an isolated structure in a non-equilibrium geometry, with properties calculated with wB97M-V/def2-TZVPD.

Last column: Mulliken spin population.
Cartesian coordinates (Å):
As  0.653  -0.682  -1.911  0.003
Co  -0.088  -1.295  1.699  0.997
S  4.435  -1.559  1.778  0.010
O  -4.761  3.268  0.588  0.000
O  -4.738  3.589  2.854  0.000
N  -1.857  -0.365  2.037  -0.036
N  0.417  0.938  1.189  -0.007
N  1.721  -1.522  1.174  -0.067
N  0.220  3.121  0.972  0.001
N  0.065  -0.619  3.697  0.035
N  4.028  -6.439  2.416  0.000
N  -1.550  -2.184  0.242  -0.004
N  -2.555  9.193  -0.218  0.000
N  0.154  -3.611  2.456  0.026
C  1.124  -0.827  4.480  -0.001
C  -2.664  -1.457  0.112  0.004
C  -0.387  1.393  4.888  0.006
C  -3.659  0.727  0.954  0.000
C  -1.996  -1.423  -5.105  -0.001
C  1.049  1.210  -2.218  0.001
C  2.506  -2.831  -1.581  0.002
C  2.395  -1.545  -2.110  -0.001
C  -4.513  3.002  1.785  -0.001
C  4.771  -3.002  -2.359  0.000
C  0.739  -1.692  -4.723  0.001
C  -0.036  -1.136  -3.706  -0.001
C  2.393  3.202  -1.973  0.000
C  -2.097  8.146  -0.082  0.000
C  -1.734  4.485  0.496  0.001
C  0.451  5.495  0.475  0.000
C  -1.506  6.845  0.114  -0.001
C  -0.121  6.727  0.219  0.000
C  -0.691  0.464  3.910  -0.013
C  -1.837  0.583  2.982  0.001
C  4.669  -1.732  -2.907  0.000
C  -2.309  5.713  0.226  0.000
C  -1.216  -1.992  -6.102  0.000
C  -0.357  4.379  0.640  0.001
C  -2.764  1.605  2.994  -0.009
C  -3.654  1.709  1.936  0.001
C  -1.376  -3.237  -0.557  0.006
C  1.611  -5.507  2.378  -0.001
C  -0.340  1.911  0.750  0.017
C  -3.632  -1.756  -0.836  -0.009
C  -3.434  -2.842  -1.672  0.005
C  -2.287  -3.607  -1.527  -0.011
C  2.958  -6.016  2.411  0.001
C  1.375  -4.143  2.517  0.000
C  2.866  -1.527  1.425  0.014
C  1.546  1.537  1.716  0.002
C  0.533  -6.364  2.185  0.001
C  2.238  1.825  -1.836  0.000
C  -1.409  -1.010  -3.917  0.001
C  3.486  -1.010  -2.790  0.000
C  3.681  -3.558  -1.701  -0.001
C  -0.874  -4.448  2.297  0.005
C  -0.735  -5.818  2.158  0.001
C  1.350  3.984  -2.448  0.000
C  0.722  1.178  5.691  -0.003
C  -0.004  2.012  -2.667  0.000
C  0.137  3.387  -2.775  0.000
C  0.154  -2.119  -5.910  0.000
C  1.439  2.887  1.589  0.018
C  1.488  0.041  5.493  0.005
C  -2.772  -0.330  1.065  0.003
H  1.663  -3.254  -1.049  0.001
H  0.985  1.890  6.464  0.000
H  2.357  0.961  2.136  0.002
H  -3.384  5.785  0.120  0.000
H  -4.318  0.844  0.102  0.000
H  -1.292  1.785  0.257  -0.001
H  -1.671  -2.341  -7.021  0.000
H  0.773  -2.557  -6.683  0.000
H  2.351  -0.175  6.108  0.000
H  -2.103  -4.472  -2.148  0.000
H  2.214  -3.476  2.666  0.000
H  -0.460  -3.800  -0.416  0.000
H  1.807  -1.801  -4.593  0.000
H  1.474  5.055  -2.559  0.000
H  0.695  -7.428  2.067  0.000
H  -2.809  2.360  3.770  0.000
H  -4.166  -3.085  -2.433  0.000
H  2.102  3.676  1.898  0.000
H  -2.383  3.623  0.605  0.000
H  -1.860  -3.997  2.289  0.000
H  0.502  7.602  0.101  0.000
H  3.413  -0.034  -3.250  0.000
H  -0.947  1.550  -2.944  0.000
H  -1.008  2.268  5.022  0.000
H  3.752  -4.553  -1.277  0.000
H  5.696  -3.559  -2.447  0.000
H  3.047  1.236  -1.422  0.000
H  5.511  -1.300  -3.435  0.000
H  -4.527  -1.154  -0.914  0.000
H  3.338  3.664  -1.704  0.000
H  -0.696  3.992  -3.112  0.000
H  -3.065  -1.311  -5.251  0.000
H  1.695  -1.728  4.283  0.000
H  1.529  5.407  0.530  0.000
H  -1.607  -6.443  2.020  0.000
H  -2.032  -0.583  -3.137  0.001

Values from the calculation:
E_tot ... -180279.438 eV
Relative energy (zero: lowest compared OMol25 entry of this formula, charge and spin) ... 0.0 kJ/mol
Kohn-Sham gap (spin up / spin down) ... 7.417 / 7.375 eV
Largest force on an atom ... 0.0309 Eh/bohr
Lowest unoccupied orbital energy (spin up / spin down) ... -1.04 / -1.06 eV
Multiplicity ... 2

---

# 3
Below is an isolated ion of composition C3H7N2OS and charge +1 in a non-equilibrium geometry, with properties calculated with wB97M-V/def2-TZVPD.

Last column: natural (NBO) charge in e.
Cartesian coordinates (Å):
S  1.574  -1.735  0.224  0.263
O  0.457  -3.297  -1.476  -0.464
N  0.713  0.706  1.633  -0.841
N  -0.484  -0.020  -0.240  -0.525
C  -0.555  -1.074  -1.359  -0.310
C  0.466  -2.155  -1.030  0.326
C  0.891  0.134  0.417  0.050
H  0.441  0.168  2.486  0.422
H  -0.176  -0.717  -2.252  0.261
H  -1.600  -1.395  -1.171  0.263
H  -1.296  -0.274  0.454  0.448
H  1.577  0.714  -0.340  0.258
H  -0.888  0.774  -0.569  0.430
H  1.567  1.245  1.856  0.418

Values from the calculation:
E_tot ... -19079.129 eV
Net charge ... +1
Relative energy (zero: lowest compared OMol25 entry of this formula, charge and spin) ... 209.2 kJ/mol
Kohn-Sham gap ... 10.434 eV
Largest force on an atom ... 0.0855 Eh/bohr
Lowest unoccupied orbital energy ... -3.88 eV
SMILES string ... N[C@@H]1[NH2+]CC(=O)S1

---

# 4
Below is C36H37NP2SeTc as an isolated structure in a non-equilibrium geometry, with properties calculated with wB97M-V/def2-TZVPD.

Last column: Mulliken spin population.
Cartesian coordinates (Å):
Tc  0.939  -0.201  0.464  1.756
Se  4.279  -3.969  0.557  0.870
P  -1.576  0.648  1.260  -0.024
P  0.537  1.994  0.311  0.030
N  2.162  -1.997  -0.036  0.201
C  0.133  -3.909  -1.183  0.007
C  -3.943  3.546  4.066  0.005
C  0.625  -4.977  -2.091  0.001
C  0.291  4.766  -0.315  -0.001
C  0.612  -1.655  1.794  0.071
C  0.633  -2.453  -4.089  0.001
C  4.055  0.086  -0.815  0.069
C  -2.972  -2.898  2.759  0.006
C  1.554  6.523  0.784  -0.001
C  -2.489  1.732  2.439  0.001
C  -0.516  -2.347  -3.057  -0.007
C  4.389  0.756  -2.000  0.003
C  -2.500  -1.594  2.679  -0.012
C  -4.379  2.230  3.914  -0.002
C  2.065  5.564  1.660  -0.001
C  2.517  2.292  -1.751  0.010
C  1.714  4.223  1.553  -0.003
C  -2.636  -0.850  1.482  -0.005
C  -0.804  1.849  -0.935  0.024
C  -3.434  -1.367  0.460  0.011
C  -0.520  -2.846  -1.649  -0.017
C  0.838  3.786  0.538  -0.004
C  2.007  -2.554  -3.509  0.003
C  3.672  1.882  -2.433  0.003
C  2.602  -3.558  -2.858  0.005
C  -1.893  1.261  -0.385  0.030
C  3.045  -2.768  0.188  -0.130
C  -2.785  3.967  3.393  -0.002
C  2.058  -4.917  -2.606  -0.011
C  0.667  6.108  -0.207  0.000
C  2.924  0.519  -0.094  0.118
C  -3.670  1.342  3.103  0.010
C  2.129  1.528  -0.652  -0.048
C  -3.919  -2.669  0.540  0.000
C  -2.065  3.070  2.596  0.002
C  -3.645  -3.456  1.668  0.005
H  -2.783  -3.501  3.659  0.000
H  -1.968  -1.165  3.529  -0.004
H  -0.449  4.493  -1.071  0.000
H  -4.500  4.244  4.694  0.000
H  -1.154  3.401  2.088  0.001
H  -0.376  -1.038  1.660  0.012
H  0.498  -5.920  -1.531  0.001
H  0.261  6.841  -0.901  0.000
H  1.963  3.193  -2.055  0.001
H  -3.948  -4.504  1.688  0.000
H  -0.065  -4.981  -2.954  0.001
H  2.715  -5.350  -1.862  0.000
H  4.637  -0.760  -0.449  0.005
H  3.691  -3.496  -2.861  0.004
H  -1.291  -3.029  -3.398  0.000
H  -2.884  1.176  -0.799  -0.001
H  -4.487  -3.088  -0.297  0.000
H  0.165  -4.083  -0.063  0.005
H  -4.049  0.322  3.011  0.003
H  1.013  -1.456  2.811  0.023
H  2.547  0.025  0.975  -0.039
H  5.268  0.420  -2.547  0.001
H  0.335  -3.254  -4.757  -0.001
H  -5.279  1.885  4.432  0.000
H  0.639  -1.519  -4.668  -0.001
H  2.077  -5.609  -3.474  0.001
H  0.209  -2.685  1.805  -0.001
H  -2.446  4.995  3.497  0.000
H  2.621  -1.610  -3.604  0.003
H  -3.652  -0.759  -0.426  0.001
H  1.843  7.571  0.871  0.000
H  -0.910  -1.320  -3.065  0.004
H  4.028  2.441  -3.288  0.001
H  -1.145  -2.220  -0.973  0.016
H  -0.691  2.287  -1.915  -0.002
H  2.760  5.881  2.438  0.000
H  2.107  3.485  2.255  -0.005

Values from the calculation:
E_tot ... -125520.005 eV
Net charge ... +2
Relative energy (zero: lowest compared OMol25 entry of this formula, charge and spin) ... 412.7 kJ/mol
Kohn-Sham gap (spin up / spin down) ... 6.407 / 4.655 eV
Largest force on an atom ... 0.0732 Eh/bohr
Lowest unoccupied orbital energy (spin up / spin down) ... -6.89 / -8.63 eV
Multiplicity ... 4

---

# 5
Below is C3H7NO3S as an isolated structure in a non-equilibrium geometry, with properties calculated with wB97M-V/def2-TZVPD.

Last column: natural (NBO) charge in e.
Cartesian coordinates (Å):
S  -1.831  0.015  0.643  1.368
O  -2.821  -0.982  -0.281  -0.890
O  -2.045  1.466  0.309  -0.961
O  0.416  -1.366  0.149  -0.522
N  0.524  0.691  -0.807  -0.649
C  1.499  0.746  0.246  -0.264
C  -0.344  -0.379  -0.459  0.095
C  1.580  -0.710  0.706  -0.096
H  2.527  1.196  -0.201  0.213
H  2.483  -1.332  0.405  0.194
H  -0.056  1.416  -1.148  0.411
H  1.046  1.508  0.896  0.204
H  -1.049  -0.946  -1.505  0.202
H  -3.518  -0.403  -0.662  0.502
H  1.589  -0.921  1.711  0.193

Values from the calculation:
E_tot ... -21689.193 eV
Relative energy (zero: lowest compared OMol25 entry of this formula, charge and spin) ... 268.3 kJ/mol
Kohn-Sham gap ... 9.499 eV
Largest force on an atom ... 0.0894 Eh/bohr
Lowest unoccupied orbital energy ... 0.82 eV

---

# 6
Below is C6H8N2 as an isolated structure in a non-equilibrium geometry, with properties calculated with wB97M-V/def2-TZVPD.

Last column: natural (NBO) charge in e.
Cartesian coordinates (Å):
N  2.804  -0.106  -0.545  -0.360
N  -0.012  1.280  1.188  -0.799
C  0.816  -2.708  0.362  -0.302
C  -0.630  0.764  0.084  0.260
C  -0.259  -0.459  -0.432  -0.392
C  1.756  -0.558  -0.357  0.231
C  -1.530  1.693  -0.668  -0.647
C  0.621  -1.401  0.254  -0.115
H  -0.836  -0.868  -1.245  0.234
H  -2.284  2.108  0.004  0.221
H  -0.066  2.263  1.367  0.393
H  0.004  -3.362  0.658  0.204
H  1.813  -3.127  0.371  0.220
H  -0.958  2.528  -1.083  0.224
H  -2.028  1.180  -1.488  0.230
H  0.790  0.775  1.532  0.399

Values from the calculation:
E_tot ... -9328.847 eV
Relative energy (zero: lowest compared OMol25 entry of this formula, charge and spin) ... 276.0 kJ/mol
Kohn-Sham gap ... 8.156 eV
Largest force on an atom ... 0.1093 Eh/bohr
Lowest unoccupied orbital energy ... 0.25 eV